Formula: C35H63BrFN9O3S
Source: the Open Molecules 2025 dataset
Level of theory: ωB97M-V/def2-TZVPD

```
113
Properties=species:S:1:pos:R:3:forces:R:3:mulliken_charge:R:1
C 6.302764 -2.332671 -0.713886 -0.70 -0.24 -0.40 -1.2389
C 4.876725 -2.413780 -0.154475 0.81 -0.14 0.23 0.1500
O 4.358535 -1.114121 0.122198 -0.36 0.13 -0.21 -0.4211
C 2.979614 -1.165255 0.405089 1.42 -0.01 0.35 -0.2495
N 2.260295 -1.304989 -0.893302 -1.07 -0.25 1.74 -0.0726
Br 1.452343 0.276185 -1.466997 0.04 0.16 -0.23 0.0225
S 1.226814 -2.607268 -0.956808 0.96 -2.24 -2.95 1.3160
O 0.947163 -2.827869 -2.339066 -0.67 0.87 0.22 -0.6490
O 1.792300 -3.721538 -0.288831 1.41 1.80 -0.50 -0.4756
F -0.143233 -2.217589 -0.310048 0.49 0.46 0.37 -0.1791
H 6.795518 -3.282803 -0.480515 0.18 0.32 0.09 0.3620
H 6.236825 -2.291825 -1.807385 0.21 0.27 0.18 0.3017
H 6.856851 -1.467716 -0.344906 -0.02 -0.23 0.11 0.3184
H 4.895391 -2.968574 0.797496 -0.19 -0.03 -0.21 0.2350
H 4.273794 -2.962594 -0.887342 -0.20 0.16 0.30 0.1591
H 2.832812 -2.042080 1.051567 -0.57 0.06 -0.38 0.4559
H 2.722679 -0.260628 0.969427 -0.08 -0.12 -0.58 0.0501
C 4.452964 0.109295 5.112482 -0.04 0.04 -0.06 -1.1903
C 4.031054 1.556667 5.343890 0.30 -0.28 0.03 -0.4246
C 2.684670 1.904015 4.704925 0.12 0.18 0.37 -0.2666
C 2.720755 1.833890 3.246672 -0.12 -0.03 -0.18 0.2241
N 2.748170 1.775423 2.098656 -0.02 0.03 0.21 -0.4996
H 4.603772 -0.097973 4.051017 -0.03 0.00 0.00 0.2842
H 5.391869 -0.096733 5.626462 -0.01 -0.02 -0.01 0.3651
H 3.700851 -0.585263 5.494073 0.01 -0.02 -0.02 0.2959
H 4.805829 2.224662 4.965001 -0.11 0.11 0.02 0.3133
H 3.958240 1.733089 6.418459 -0.08 0.12 -0.04 0.3703
H 2.403595 2.917039 5.000200 -0.02 0.02 -0.13 0.0955
H 1.908338 1.235612 5.084377 -0.02 -0.05 -0.15 0.3534
C 0.211573 -4.324398 5.010497 -0.05 0.06 -0.06 -1.1106
C -0.958250 -5.064886 4.370194 0.15 0.20 0.29 -0.4177
C -0.539161 -5.928173 3.178775 -0.21 0.04 0.12 -0.2483
C -0.033406 -5.122134 2.066713 0.18 -0.22 0.07 0.1619
N 0.374144 -4.489497 1.196527 -1.81 -0.79 1.75 -0.3453
H 0.666303 -3.616286 4.314520 0.03 -0.04 -0.01 0.2610
H -0.127664 -3.761930 5.881342 0.03 -0.01 0.00 0.3429
H 0.983056 -5.023183 5.340766 0.01 0.02 -0.01 0.3141
H -1.717208 -4.343075 4.059415 -0.01 -0.07 -0.08 0.3081
H -1.420428 -5.710434 5.115948 -0.04 -0.09 -0.13 0.3362
H -1.396965 -6.504278 2.834065 0.05 0.01 -0.09 0.0807
H 0.220697 -6.648769 3.488585 0.05 0.04 -0.07 0.2646
C -1.350959 -10.640145 2.006894 -0.01 -0.01 0.05 -1.0791
C -2.519077 -11.078021 2.883557 0.28 -0.05 -0.17 -0.3905
C -3.544198 -9.963647 3.115565 -0.08 -0.38 0.02 -0.5105
C -2.986228 -8.848197 3.877162 -0.04 0.24 0.03 0.3133
N -2.545872 -7.968304 4.471724 -0.10 -0.30 -0.07 -0.4280
H -0.775342 -9.841726 2.478728 -0.03 0.02 -0.02 0.2738
H -0.674671 -11.476855 1.832166 0.01 0.03 -0.02 0.3280
H -1.701457 -10.282551 1.036753 0.02 0.01 0.01 0.3132
H -2.138583 -11.439741 3.840860 -0.09 0.03 0.03 0.2982
H -3.025139 -11.918638 2.405190 -0.10 0.04 0.06 0.3103
H -4.399596 -10.365950 3.661585 0.00 0.13 0.06 0.2963
H -3.923891 -9.598775 2.159105 0.06 0.12 0.04 0.2806
C 2.638684 6.414684 2.063901 0.12 -0.11 0.02 -1.2699
C 1.630340 6.056226 3.146527 0.09 0.04 -0.27 0.0091
C 2.074830 6.501592 4.545426 -0.38 -0.10 -0.14 -0.5544
C 3.275977 5.797011 4.990511 0.21 0.07 0.15 0.2520
N 4.221868 5.244198 5.339848 -0.20 -0.03 -0.09 -0.4736
H 3.590935 5.903084 2.220164 0.00 0.03 0.07 0.3928
H 2.262364 6.124582 1.086147 0.00 0.05 0.01 0.3275
H 2.824744 7.490586 2.047273 0.00 -0.01 -0.02 0.3292
H 1.452480 4.977237 3.135314 0.00 0.01 0.08 0.1501
H 0.678251 6.536609 2.914215 0.00 0.01 0.09 0.1641
H 1.272367 6.311200 5.261426 0.11 -0.02 0.10 0.3120
H 2.256430 7.577960 4.554693 0.14 -0.04 0.02 0.3866
C -3.543510 6.272182 1.749836 0.02 0.03 -0.05 -1.2244
C -3.367573 5.524737 0.433001 -0.17 0.13 0.23 -0.2205
C -1.996994 4.851970 0.305649 -0.32 -0.09 -0.19 0.3422
C -0.901622 5.818594 0.257701 0.23 0.02 0.03 -0.0440
N -0.040343 6.579014 0.217181 -0.28 -0.07 -0.01 -0.4891
H -2.831827 7.095152 1.840013 0.02 -0.03 0.01 0.3329
H -4.546847 6.693081 1.814052 0.01 -0.01 0.03 0.3685
H -3.404003 5.602928 2.601864 0.00 0.02 0.00 0.3179
H -3.522960 6.213646 -0.399298 0.06 -0.07 -0.05 0.3258
H -4.139557 4.756340 0.356228 0.07 -0.04 -0.08 0.1298
H -1.971947 4.253744 -0.607155 0.15 0.04 -0.01 -0.0819
H -1.838256 4.163522 1.139235 0.11 0.08 0.03 0.2585
C -3.485603 0.337353 -2.049737 -0.03 -0.01 -0.03 -1.1833
C -2.900253 1.241927 -0.973334 0.04 -0.18 -0.27 0.1336
C -3.795149 1.361848 0.264216 0.37 0.06 -0.02 -0.4048
C -5.066345 2.022365 -0.027870 -0.23 -0.01 0.07 0.1642
N -6.064331 2.545205 -0.256819 0.20 -0.04 0.01 -0.4814
H -4.424060 0.736757 -2.439503 -0.01 -0.01 0.04 0.4194
H -2.789770 0.249359 -2.883038 0.00 0.01 0.02 0.0965
H -3.674157 -0.664629 -1.657878 -0.01 0.01 0.00 0.3723
H -2.711668 2.230144 -1.398261 -0.02 0.01 0.05 -0.0365
H -1.933992 0.839185 -0.663293 0.00 0.05 0.10 0.2087
H -3.273388 1.936798 1.033001 -0.13 0.03 0.05 0.2600
H -3.984393 0.372765 0.685860 -0.12 0.02 -0.03 0.4061
C -0.274140 -0.876947 -7.310308 0.00 -0.03 -0.02 -1.1179
C -1.545257 -1.253367 -6.557831 0.31 -0.06 -0.07 -0.4211
C -2.489881 -0.065029 -6.345912 -0.17 -0.43 -0.08 -0.3464
C -1.907243 0.958183 -5.482677 0.00 0.27 -0.03 0.2127
N -1.445737 1.767407 -4.808176 -0.02 -0.12 -0.07 -0.4834
H 0.323731 -0.157775 -6.746696 -0.03 0.01 0.00 0.2777
H 0.341637 -1.761283 -7.477046 0.02 0.02 0.02 0.3623
H -0.510399 -0.440361 -8.282261 0.00 0.03 0.02 0.3085
H -1.278542 -1.696144 -5.595498 -0.08 0.03 0.02 0.2800
H -2.077430 -2.020235 -7.124010 -0.10 0.06 0.05 0.3376
H -3.418538 -0.421917 -5.894542 0.01 0.14 0.11 0.3096
H -2.754474 0.380313 -7.306954 0.10 0.16 0.06 0.3370
C -1.128554 5.733082 -7.518292 0.01 -0.04 0.01 -1.1878
C -0.134680 4.701281 -6.996896 -0.21 0.26 0.09 -0.2932
C 0.284403 3.681857 -8.060602 0.22 0.13 0.31 -0.3954
C -0.831772 2.844432 -8.492340 -0.07 -0.16 -0.15 0.2481
N -1.707962 2.178660 -8.824328 0.09 0.11 0.07 -0.4947
H -2.066009 5.264854 -7.823469 0.02 -0.01 -0.03 0.3452
H -1.359637 6.461294 -6.740679 -0.01 0.00 -0.03 0.3374
H -0.720467 6.273575 -8.375227 -0.03 0.00 0.00 0.3078
H -0.564454 4.184706 -6.136346 0.07 -0.09 -0.04 0.1803
H 0.759453 5.218350 -6.643043 0.06 -0.10 -0.04 0.3250
H 1.066968 3.038057 -7.654007 -0.08 -0.11 -0.07 0.2534
H 0.713329 4.193065 -8.925042 -0.11 -0.05 -0.07 0.3626
```
Forces are in eV/Å.

For the gap between HOMO and LUMO, the calculation gives 10.175 eV. Its total charge is 0. The value obtained for the electronic energy is -140461.74433 eV.